No. 1
10
Properties=species:S:1:pos:R:3:forces:R:3 method="wB97M-V/def2-TZVPD" mol_weight_g_mol=77.06 total_charge=-1 relative_energy_kcal_mol=36.5 multiplicity=1
C -1.01530 -0.71111 -1.24955 3.281 0.831 -1.421
O -0.21842 -1.22551 -0.21431 -0.625 -0.452 1.185
H -1.63216 -1.50515 -1.67575 -0.299 0.157 0.302
H -0.20032 -0.45196 -2.09901 -2.106 -0.068 1.245
H -1.53524 0.20814 -0.95977 -0.178 -0.268 -0.257
O 0.61248 1.91983 0.61284 1.445 -1.372 0.804
C 1.18676 1.09971 1.41100 -1.590 -0.199 -0.864
O 1.78436 0.00095 1.23372 -0.051 1.139 -0.568
H 0.93179 1.24031 2.46678 0.141 0.722 0.936
H 0.08607 -0.57521 0.47405 -0.017 -0.489 -1.363

***

No. 2
22
Properties=species:S:1:pos:R:3:forces:R:3 method="wB97M-V/def2-TZVPD" mol_weight_g_mol=144.17 smiles="CC(C)(C)O.N#CC(N)=O" relative_energy_kcal_mol=29.1 multiplicity=1
C -1.37042 0.17487 0.36028 -0.005 -0.333 0.135
C -0.40177 -0.83427 0.98459 1.847 1.625 -0.139
C -0.82188 -1.16174 2.41377 0.135 0.031 -0.340
C 1.10453 -0.19330 1.06732 -1.335 -0.688 1.159
O -0.38661 -2.03851 0.28241 0.151 -0.663 -0.813
H -1.17292 0.30468 -0.70121 0.010 0.070 -0.056
H -2.38925 -0.19914 0.45259 -0.105 0.006 0.010
H -1.29908 1.13648 0.86163 -0.009 0.142 0.017
H -1.78270 -1.66915 2.40056 -0.136 -0.053 -0.027
H -0.09423 -1.82609 2.87117 0.090 -0.051 0.076
H -0.90899 -0.25653 3.00879 0.003 0.083 0.069
H 1.74009 -1.00215 1.42286 0.092 -0.029 0.150
H 1.65738 0.30257 0.27869 -0.567 -0.159 -0.577
H 1.04881 0.57643 1.83281 0.087 0.017 0.333
H 0.06791 -1.91941 -0.57986 -0.459 -0.138 0.793
N 0.91841 -1.11299 -2.05595 0.385 0.874 0.196
C 1.04309 0.01483 -1.84324 -0.245 -1.163 -1.171
C 1.03548 1.48717 -1.96445 0.038 0.839 0.309
N 0.29741 1.88806 -3.02291 -0.015 -0.053 -0.119
O 1.60085 2.22249 -1.19216 -0.023 -0.266 -0.130
H 0.22557 2.87552 -3.21373 0.056 -0.081 0.072
H -0.11166 1.23020 -3.66397 0.006 -0.010 0.053